# 1
Density functional theory data (ωB97M-V/def2-TZVPD) for 6 unconnected molecules or ions with the total composition C13H36NO11S3 in a non-equilibrium geometry.

Results
Energy above the lowest of the compared OMol25 structures with the same formula, charge and spin (eV): 2.575
Net charge: -1
E_tot (hartree): -2593.7656
Frontier orbital gap (eV): 8.0
Lowest unoccupied orbital energy (eV): 2.27

Cartesian coordinates (Å):
C  0.476  -1.878  -0.654
C  1.636  -0.917  -1.167
O  1.326  0.207  -1.607
O  2.979  -1.405  -1.146
C  3.802  -0.393  -0.476
S  5.109  -1.243  0.532
O  4.641  -2.686  0.681
O  6.411  -1.315  -0.254
N  5.305  -0.638  2.110
S  4.911  1.014  2.238
O  5.548  1.510  3.529
O  3.409  1.188  2.432
S  5.704  2.240  0.726
H  0.011  -2.430  -1.548
H  0.891  -2.692  0.029
H  -0.382  -1.308  -0.158
H  3.200  0.399  0.071
H  4.346  0.159  -1.327
H  5.605  1.641  -0.518
C  -2.009  2.176  -3.207
C  -2.180  0.685  -3.423
O  -2.443  0.037  -2.187
H  -1.189  2.370  -2.512
H  -1.800  2.687  -4.151
H  -2.912  2.609  -2.766
H  -1.269  0.254  -3.844
H  -3.009  0.483  -4.111
H  -3.258  0.418  -1.822
C  -4.929  0.868  2.130
C  -4.369  -0.086  1.095
O  -3.745  0.640  0.042
H  -5.656  1.545  1.674
H  -5.416  0.323  2.942
H  -4.134  1.491  2.551
H  -5.167  -0.691  0.660
H  -3.631  -0.759  1.544
H  -3.034  1.166  0.432
C  -3.343  -4.898  0.818
C  -2.340  -3.841  0.399
O  -1.207  -3.868  1.258
H  -3.665  -4.733  1.849
H  -4.221  -4.883  0.168
H  -2.894  -5.895  0.779
H  -2.785  -2.846  0.459
H  -2.005  -4.007  -0.631
H  -0.812  -4.746  1.193
C  -3.409  3.409  5.524
C  -2.298  2.395  5.338
O  -1.877  2.368  3.980
H  -4.261  3.166  4.884
H  -3.745  3.434  6.564
H  -3.071  4.410  5.240
H  -2.645  1.394  5.602
H  -1.437  2.639  5.968
H  -1.562  3.253  3.755
C  3.996  0.140  -4.511
C  5.003  1.190  -4.935
O  6.137  1.162  -4.075
H  3.675  0.309  -3.481
H  3.118  0.157  -5.161
H  4.441  -0.859  -4.546
H  4.563  2.188  -4.879
H  5.337  1.018  -5.964
H  6.528  0.281  -4.135

=====

# 2
Density functional theory data (ωB97M-V/def2-TZVPD) for 5 unconnected molecules or ions with the total composition C13H36O5 in a non-equilibrium geometry.

Results
Energy above the lowest of the compared OMol25 structures with the same formula, charge and spin (eV): 4.765
E_tot (hartree): -892.8957
Frontier orbital gap (eV): 9.2
Lowest unoccupied orbital energy (eV): 0.28

Cartesian coordinates (Å):
C  -4.601  -1.335  -0.757
C  -3.581  -2.343  -0.232
C  -2.713  -2.622  -1.475
O  -2.824  -1.928  0.699
H  -4.190  -0.698  -1.540
H  -5.147  -0.746  -0.015
H  -5.397  -1.973  -1.238
H  -4.186  -3.193  0.008
H  -1.944  -1.807  -1.709
H  -3.322  -2.976  -2.289
H  -2.129  -3.506  -1.234
H  -2.594  -2.733  1.239
C  2.719  3.217  1.738
C  2.218  1.829  2.108
C  0.705  1.849  2.055
O  2.718  0.968  1.434
H  2.502  3.816  2.645
H  2.357  3.558  0.807
H  3.840  3.190  1.739
H  2.450  1.630  3.178
H  0.308  0.854  2.227
H  0.354  2.104  1.044
H  0.362  2.580  2.706
H  2.218  0.148  1.437
C  1.289  3.230  -1.875
C  1.807  1.906  -1.599
C  1.171  0.938  -2.525
O  3.038  1.740  -1.666
H  1.950  3.878  -1.276
H  0.284  3.388  -1.551
H  1.549  3.453  -2.893
H  1.567  1.576  -0.572
H  1.540  1.077  -3.508
H  0.083  1.041  -2.515
H  1.381  -0.141  -2.450
H  3.279  0.954  -1.157
C  2.089  -3.268  0.504
C  0.925  -2.200  0.495
C  0.371  -1.920  1.886
O  1.255  -1.136  -0.068
H  1.973  -3.932  1.384
H  3.020  -2.786  0.719
H  2.271  -3.710  -0.492
H  0.126  -2.694  -0.014
H  -0.532  -1.359  1.903
H  1.033  -1.512  2.602
H  0.072  -2.844  2.328
H  0.462  -0.617  -0.135
C  -2.033  1.214  -0.420
O  -1.212  0.040  -0.277
H  -1.654  2.241  -0.619
H  -2.719  1.217  0.404
H  -2.709  1.039  -1.255
H  -1.782  -0.674  0.056

=====

# 3
Density functional theory data (ωB97M-V/def2-TZVPD) for a molecular structure, C13H36O5 in a non-equilibrium geometry.

Results
Energy above the lowest of the compared OMol25 structures with the same formula, charge and spin (eV): 22.589
E_tot (hartree): -892.2407
Frontier orbital gap (eV): 8.1
Lowest unoccupied orbital energy (eV): 0.42

Cartesian coordinates (Å):
C  -1.827  -1.807  2.966
C  -1.294  -2.986  3.752
O  -2.337  -3.817  4.102
H  -2.502  -1.287  3.646
H  -2.380  -1.992  2.046
H  -1.083  -1.118  2.567
H  -0.753  -2.679  4.647
H  -0.462  -3.547  3.325
H  -2.438  -4.497  3.432
C  -0.580  -1.558  0.946
C  -0.378  -1.284  -0.503
O  0.096  -0.028  -0.915
H  -0.996  -2.545  1.147
H  -1.073  -0.803  1.559
H  0.368  -1.624  1.480
H  -1.309  -1.620  -0.960
H  0.398  -1.828  -1.041
H  0.885  0.114  -0.388
C  -0.051  0.421  2.386
C  -0.341  1.473  1.225
C  0.962  1.631  0.381
O  -1.447  1.030  0.429
H  0.532  0.894  3.176
H  0.570  -0.331  1.899
H  -0.902  -0.167  2.728
H  -0.533  2.377  1.802
H  1.875  1.802  0.951
H  0.973  2.594  -0.129
H  1.159  0.900  -0.404
H  -1.128  0.285  -0.084
C  2.397  -0.563  -0.490
C  2.910  0.083  -1.765
C  2.155  1.436  -2.144
O  4.223  0.389  -1.618
H  2.802  -1.573  -0.425
H  1.326  -0.404  -0.365
H  2.765  -0.089  0.420
H  2.881  -0.725  -2.497
H  1.188  1.377  -2.645
H  2.675  1.843  -3.011
H  2.045  2.248  -1.426
H  4.572  0.848  -2.385
C  -0.399  2.359  -2.110
C  -1.083  1.042  -2.288
C  -2.562  1.243  -2.115
O  -0.812  0.605  -3.638
H  -0.642  3.131  -2.841
H  0.678  2.198  -2.069
H  -0.693  2.820  -1.167
H  -0.669  0.251  -1.664
H  -2.883  1.245  -1.073
H  -2.982  0.317  -2.507
H  -2.824  2.217  -2.527
H  -1.071  -0.302  -3.817

=====

# 4
Density functional theory data (ωB97M-V/def2-TZVPD) for 8 unconnected molecules or ions with the total composition C13H37N5O8 in a non-equilibrium geometry.

Results
E_tot (hartree): -1393.2568
Frontier orbital gap (eV): 9.0
Lowest unoccupied orbital energy (eV): 0.12

Cartesian coordinates (Å):
C  2.994  1.908  4.584
C  2.759  2.372  3.161
N  3.354  1.663  2.189
O  2.090  3.317  2.864
H  3.481  0.938  4.681
H  2.102  1.902  5.211
H  3.675  2.626  5.040
H  3.844  0.824  2.464
H  3.258  1.911  1.214
C  -2.798  -1.504  -4.252
C  -1.711  -2.294  -3.589
N  -1.822  -3.643  -3.397
O  -0.775  -1.684  -3.089
H  -2.565  -1.285  -5.294
H  -3.093  -0.584  -3.746
H  -3.666  -2.162  -4.258
H  -1.069  -4.086  -2.891
H  -2.557  -4.085  -3.932
C  -1.857  3.371  2.736
C  -1.348  4.531  1.985
N  -0.071  4.624  1.784
O  -2.074  5.451  1.711
H  -2.635  2.892  2.142
H  -2.406  3.655  3.634
H  -1.116  2.645  3.070
H  0.653  4.038  2.175
H  0.234  5.509  1.404
C  -0.612  -0.276  -0.337
C  -0.308  0.257  1.012
N  0.478  1.309  1.001
O  -0.698  -0.234  2.065
H  0.259  -0.863  -0.630
H  -0.773  0.497  -1.089
H  -1.437  -0.989  -0.337
H  0.806  1.780  1.833
H  1.005  1.626  0.199
C  2.425  -0.970  -5.044
C  2.626  -2.162  -4.078
N  1.756  -2.517  -3.198
O  3.739  -2.608  -4.008
H  1.432  -0.615  -5.321
H  2.942  -1.203  -5.975
H  2.922  -0.126  -4.566
H  1.922  -3.221  -2.494
H  0.845  -2.085  -3.260
C  -3.002  -3.699  0.533
O  -3.893  -4.386  -0.332
H  -2.334  -4.300  1.149
H  -2.317  -2.991  0.068
H  -3.617  -3.203  1.284
H  -3.448  -5.203  -0.571
C  -2.269  -1.868  4.427
O  -2.634  -0.521  4.062
H  -2.529  -2.045  5.471
H  -2.798  -2.565  3.776
H  -1.221  -2.061  4.198
H  -1.899  -0.333  3.474
C  2.644  1.883  -2.133
O  2.441  2.166  -0.736
H  2.298  0.890  -2.422
H  2.098  2.679  -2.639
H  3.680  2.014  -2.444
H  2.591  3.095  -0.545

=====

# 5
Density functional theory data (ωB97M-V/def2-TZVPD) for a molecular structure, C13H37O15Tl in a non-equilibrium geometry.

Results
Energy above the lowest of the compared OMol25 structures with the same formula, charge and spin (eV): 0.820
Net charge: +3
E_tot (hartree): -1817.2110
Expectation value of S²: 1.767
Frontier orbital gap (alpha / beta) (eV): 3.1 / 2.0
2S+1: 2
Lowest unoccupied orbital energy (alpha / beta) (eV): -13.28 / -14.03

Cartesian coordinates (Å):
Tl  9.620  11.994  -17.830
O  5.546  14.039  -19.415
C  6.515  13.305  -18.892
O  7.183  13.720  -17.928
O  6.832  12.203  -19.372
H  5.612  14.725  -18.746
C  7.183  18.081  -21.512
C  6.940  16.610  -21.219
O  5.635  16.461  -20.721
O  8.577  18.264  -21.522
H  6.705  18.794  -20.840
H  6.744  18.393  -22.459
H  7.614  16.281  -20.428
H  7.079  16.040  -22.138
H  5.368  15.544  -20.626
H  8.814  19.189  -21.616
C  5.045  9.157  -20.591
C  5.588  8.079  -19.685
O  5.985  8.550  -18.382
O  6.035  10.003  -21.074
H  4.277  9.668  -20.009
H  4.532  8.709  -21.443
H  6.444  7.602  -20.163
H  4.931  7.233  -19.484
H  5.193  8.943  -18.008
H  6.259  10.649  -20.399
C  6.978  13.321  -24.182
C  6.457  12.540  -22.956
O  5.897  11.372  -23.407
O  8.229  12.751  -24.617
H  7.075  14.394  -24.019
H  6.268  13.330  -25.009
H  5.638  13.091  -22.494
H  7.303  12.365  -22.292
H  5.802  10.860  -22.600
H  8.793  13.440  -24.976
C  8.544  18.680  -18.002
C  7.847  17.333  -17.706
O  6.500  17.210  -18.203
O  7.910  19.777  -17.356
H  8.726  18.880  -19.058
H  9.524  18.589  -17.534
H  7.714  17.227  -16.630
H  8.511  16.512  -17.975
H  6.557  17.323  -19.155
H  7.002  19.835  -17.665
C  6.817  14.323  -14.439
C  8.023  13.458  -14.038
O  8.901  13.345  -15.145
O  5.974  13.730  -15.413
H  7.303  15.178  -14.909
H  6.226  14.666  -13.590
H  7.634  12.483  -13.743
H  8.503  13.788  -13.116
H  9.428  14.147  -15.141
H  6.540  13.755  -16.188
C  2.425  13.756  -19.778
C  3.191  12.630  -20.550
O  2.366  11.813  -21.367
O  1.272  13.344  -19.034
H  2.140  14.508  -20.513
H  3.026  14.332  -19.074
H  3.512  11.928  -19.781
H  4.016  13.086  -21.097
H  1.738  11.321  -20.833
H  0.738  12.746  -19.562

=====

# 6
Density functional theory data (ωB97M-V/def2-TZVPD) for 6 unconnected molecules or ions with the total composition C13H38O11 in a non-equilibrium geometry.

Results
Net charge: -1
E_tot (hartree): -1345.5461
Expectation value of S²: 0.750
Frontier orbital gap (alpha / beta) (eV): 1.5 / 9.3
2S+1: 2
Lowest unoccupied orbital energy (alpha / beta) (eV): 2.20 / 2.14

Cartesian coordinates (Å):
C  1.517  1.115  0.237
C  0.763  0.159  -0.651
C  1.441  -0.109  -2.047
O  0.666  -0.917  0.164
H  2.409  0.733  0.733
H  0.880  1.458  1.052
H  1.811  2.018  -0.298
H  -0.251  0.510  -0.842
H  1.980  0.736  -2.475
H  0.715  -0.496  -2.762
H  2.178  -0.909  -1.973
H  1.515  -1.292  0.411
C  0.334  6.328  1.925
C  0.737  4.997  1.280
O  0.792  3.926  2.232
O  -1.052  6.240  2.046
H  0.696  7.197  1.377
H  0.816  6.245  2.900
H  1.788  5.172  1.051
H  0.191  4.704  0.384
H  -0.054  3.650  2.591
H  -1.222  6.601  2.919
C  -3.193  0.141  -4.205
C  -3.337  1.370  -3.258
O  -4.604  1.386  -2.593
O  -2.923  -0.974  -3.346
H  -2.355  0.120  -4.902
H  -4.020  -0.076  -4.881
H  -3.281  2.300  -3.823
H  -2.493  1.450  -2.574
H  -5.225  0.833  -3.072
H  -3.727  -1.061  -2.829
C  -1.376  -0.875  2.596
C  -2.718  -0.440  1.872
O  -2.960  0.940  2.129
O  -0.829  -2.057  2.098
H  -1.584  -0.899  3.665
H  -0.552  -0.176  2.449
H  -3.556  -1.103  2.090
H  -2.447  -0.495  0.818
H  -3.527  1.437  1.534
H  -0.428  -1.856  1.249
C  -1.251  -3.528  -0.909
C  -0.333  -4.786  -0.849
O  -1.125  -5.949  -0.323
O  -2.396  -3.820  -1.605
H  -0.629  -2.768  -1.382
H  -1.499  -3.060  0.044
H  0.484  -4.597  -0.154
H  0.121  -5.120  -1.782
H  -0.505  -6.473  0.191
H  -2.683  -4.541  -1.040
C  3.936  -1.442  1.881
C  5.309  -0.970  1.294
O  5.145  -0.405  -0.079
O  3.149  -2.200  0.957
H  3.236  -0.684  2.232
H  4.047  -2.032  2.792
H  6.003  -1.804  1.188
H  5.820  -0.354  2.033
H  5.992  -0.506  -0.519
H  3.664  -2.986  0.761

=====

Repeat the fifth record exactly.
Density functional theory data (ωB97M-V/def2-TZVPD) for a molecular structure, C13H37O15Tl in a non-equilibrium geometry.

Results
Energy above the lowest of the compared OMol25 structures with the same formula, charge and spin (eV): 0.820
Net charge: +3
E_tot (hartree): -1817.2110
Expectation value of S²: 1.767
Frontier orbital gap (alpha / beta) (eV): 3.1 / 2.0
2S+1: 2
Lowest unoccupied orbital energy (alpha / beta) (eV): -13.28 / -14.03

Cartesian coordinates (Å):
Tl  9.620  11.994  -17.830
O  5.546  14.039  -19.415
C  6.515  13.305  -18.892
O  7.183  13.720  -17.928
O  6.832  12.203  -19.372
H  5.612  14.725  -18.746
C  7.183  18.081  -21.512
C  6.940  16.610  -21.219
O  5.635  16.461  -20.721
O  8.577  18.264  -21.522
H  6.705  18.794  -20.840
H  6.744  18.393  -22.459
H  7.614  16.281  -20.428
H  7.079  16.040  -22.138
H  5.368  15.544  -20.626
H  8.814  19.189  -21.616
C  5.045  9.157  -20.591
C  5.588  8.079  -19.685
O  5.985  8.550  -18.382
O  6.035  10.003  -21.074
H  4.277  9.668  -20.009
H  4.532  8.709  -21.443
H  6.444  7.602  -20.163
H  4.931  7.233  -19.484
H  5.193  8.943  -18.008
H  6.259  10.649  -20.399
C  6.978  13.321  -24.182
C  6.457  12.540  -22.956
O  5.897  11.372  -23.407
O  8.229  12.751  -24.617
H  7.075  14.394  -24.019
H  6.268  13.330  -25.009
H  5.638  13.091  -22.494
H  7.303  12.365  -22.292
H  5.802  10.860  -22.600
H  8.793  13.440  -24.976
C  8.544  18.680  -18.002
C  7.847  17.333  -17.706
O  6.500  17.210  -18.203
O  7.910  19.777  -17.356
H  8.726  18.880  -19.058
H  9.524  18.589  -17.534
H  7.714  17.227  -16.630
H  8.511  16.512  -17.975
H  6.557  17.323  -19.155
H  7.002  19.835  -17.665
C  6.817  14.323  -14.439
C  8.023  13.458  -14.038
O  8.901  13.345  -15.145
O  5.974  13.730  -15.413
H  7.303  15.178  -14.909
H  6.226  14.666  -13.590
H  7.634  12.483  -13.743
H  8.503  13.788  -13.116
H  9.428  14.147  -15.141
H  6.540  13.755  -16.188
C  2.425  13.756  -19.778
C  3.191  12.630  -20.550
O  2.366  11.813  -21.367
O  1.272  13.344  -19.034
H  2.140  14.508  -20.513
H  3.026  14.332  -19.074
H  3.512  11.928  -19.781
H  4.016  13.086  -21.097
H  1.738  11.321  -20.833
H  0.738  12.746  -19.562

=====

Repeat the third record exactly.
Density functional theory data (ωB97M-V/def2-TZVPD) for a molecular structure, C13H36O5 in a non-equilibrium geometry.

Results
Energy above the lowest of the compared OMol25 structures with the same formula, charge and spin (eV): 22.589
E_tot (hartree): -892.2407
Frontier orbital gap (eV): 8.1
Lowest unoccupied orbital energy (eV): 0.42

Cartesian coordinates (Å):
C  -1.827  -1.807  2.966
C  -1.294  -2.986  3.752
O  -2.337  -3.817  4.102
H  -2.502  -1.287  3.646
H  -2.380  -1.992  2.046
H  -1.083  -1.118  2.567
H  -0.753  -2.679  4.647
H  -0.462  -3.547  3.325
H  -2.438  -4.497  3.432
C  -0.580  -1.558  0.946
C  -0.378  -1.284  -0.503
O  0.096  -0.028  -0.915
H  -0.996  -2.545  1.147
H  -1.073  -0.803  1.559
H  0.368  -1.624  1.480
H  -1.309  -1.620  -0.960
H  0.398  -1.828  -1.041
H  0.885  0.114  -0.388
C  -0.051  0.421  2.386
C  -0.341  1.473  1.225
C  0.962  1.631  0.381
O  -1.447  1.030  0.429
H  0.532  0.894  3.176
H  0.570  -0.331  1.899
H  -0.902  -0.167  2.728
H  -0.533  2.377  1.802
H  1.875  1.802  0.951
H  0.973  2.594  -0.129
H  1.159  0.900  -0.404
H  -1.128  0.285  -0.084
C  2.397  -0.563  -0.490
C  2.910  0.083  -1.765
C  2.155  1.436  -2.144
O  4.223  0.389  -1.618
H  2.802  -1.573  -0.425
H  1.326  -0.404  -0.365
H  2.765  -0.089  0.420
H  2.881  -0.725  -2.497
H  1.188  1.377  -2.645
H  2.675  1.843  -3.011
H  2.045  2.248  -1.426
H  4.572  0.848  -2.385
C  -0.399  2.359  -2.110
C  -1.083  1.042  -2.288
C  -2.562  1.243  -2.115
O  -0.812  0.605  -3.638
H  -0.642  3.131  -2.841
H  0.678  2.198  -2.069
H  -0.693  2.820  -1.167
H  -0.669  0.251  -1.664
H  -2.883  1.245  -1.073
H  -2.982  0.317  -2.507
H  -2.824  2.217  -2.527
H  -1.071  -0.302  -3.817